[1]
Density functional theory data (ωB97M-V with the def2-TZVPD basis set) for an isolated molecule of C4H10N2O at a distorted geometry.

Geometry as XYZ:
```
17
C4H10N2O ωB97M-V with the def2-TZVPD basis set
H 1.721 0.395 -1.396
H -0.251 2.035 -0.510
H 0.343 0.970 1.730
H -2.310 0.623 0.270
N 1.094 -1.265 2.219
C -0.244 0.878 -0.344
H 0.341 0.679 -2.502
C 0.567 0.283 -1.513
H -2.200 1.305 -1.431
N 0.236 0.359 0.875
H -1.716 -0.328 -1.234
H 1.593 -2.131 2.196
H 0.470 -0.784 -1.557
C -1.746 0.580 -0.670
O -0.170 -1.880 0.365
C 0.434 -1.013 1.008
H 1.838 -0.707 2.493
```

Summary:
Structure (SMILES) ... CC(C)NC(N)=O
Energy above the lowest of the compared OMol25 structures with the same formula, charge and spin ... 1.370 eV

[2]
Density functional theory data (ωB97M-V with the def2-TZVPD basis set) for a structure of composition C13H38N10O9Zn2 at a distorted geometry.

Geometry as XYZ:
```
72
C13H38N10O9Zn2 ωB97M-V with the def2-TZVPD basis set
N 5.638 -19.861 9.942
H -0.437 -23.180 4.414
H 8.388 -21.163 2.143
C 6.763 -17.023 4.136
N 5.085 -17.919 10.332
H -0.220 -21.684 5.349
H 5.841 -20.646 9.340
H -1.190 -21.124 8.252
H 9.765 -20.215 2.854
O 1.231 -20.534 6.331
H -0.098 -18.829 10.790
H 4.203 -22.146 3.182
H 6.129 -16.378 4.744
H 6.390 -19.209 2.120
C 2.506 -21.247 2.885
H 4.905 -18.017 3.709
H -2.952 -19.781 11.022
H 1.670 -16.791 10.088
H -1.390 -17.665 10.302
C -0.688 -18.429 9.966
Zn 0.221 -19.026 7.263
H 4.219 -22.636 7.134
C 5.289 -18.753 9.379
C 0.733 -16.639 9.551
H 6.331 -18.365 6.032
N -0.804 -22.367 4.888
H 8.734 -19.665 1.666
H -2.305 -19.114 8.664
O 7.768 -19.907 3.575
H -1.726 -20.544 5.845
H 5.687 -19.968 10.945
H -1.534 -20.861 11.032
H 3.485 -21.184 4.575
O 2.334 -19.354 7.469
N -2.287 -21.383 5.893
H 6.894 -16.787 3.080
H 7.815 -23.585 8.512
C 5.870 -18.307 4.126
H 5.673 -20.304 3.168
H 0.841 -20.093 3.076
N -0.670 -20.318 8.568
N 1.746 -20.317 3.465
H -0.010 -20.678 9.241
H 4.999 -18.282 11.271
H -2.966 -21.168 10.028
H 4.928 -24.308 7.202
N 4.965 -23.302 7.275
O 3.278 -20.263 6.110
N 5.624 -18.793 5.451
H 1.068 -16.049 8.698
O 5.113 -18.507 8.141
N 6.880 -23.751 8.167
N 3.483 -21.631 3.669
H 6.293 -24.456 8.591
H 0.013 -15.967 10.018
Zn 3.878 -18.372 6.585
C 2.316 -20.395 6.836
C -1.949 -22.491 5.307
C -1.546 -19.539 9.322
O -2.644 -23.493 5.159
O 6.328 -21.581 7.799
O 2.368 -21.506 1.703
C 6.063 -22.778 7.832
H 5.896 -19.765 5.450
C -2.296 -20.397 10.407
H 1.831 -20.248 4.469
H 7.740 -17.324 4.513
H -3.215 -21.234 6.263
O 0.207 -17.859 9.052
H 4.793 -16.969 10.152
C 8.705 -20.225 2.600
C 6.423 -19.513 3.166
```

Summary:
Energy ... -5301.23003 hartree
Charge ... +1
Multiplicity ... 2

[3]
Density functional theory data (ωB97M-V with the def2-TZVPD basis set) for a cluster of 2 separate species, C2H10NS in total at a distorted geometry.

Geometry as XYZ:
```
14
C2H10NS ωB97M-V with the def2-TZVPD basis set
C 0.315 0.362 2.277
S -0.454 -0.877 0.043
H -1.619 -1.053 -0.674
C -0.769 -0.665 1.834
N 0.679 0.505 -3.126
H 1.412 0.424 -3.745
H -0.203 0.957 -3.280
H 0.424 1.142 1.569
H 1.046 1.012 -2.201
H 1.244 -0.281 2.491
H 0.021 0.852 3.183
H -1.725 -0.202 2.188
H 0.320 -0.539 -2.937
H -0.692 -1.637 2.380
```

Summary:
Charge ... +2
Energy above the lowest of the compared OMol25 structures with the same formula, charge and spin ... 1.479 eV
Multiplicity ... 2

[4]
Density functional theory data (ωB97M-V with the def2-TZVPD basis set) for an isolated molecule of C5H8N2.

Geometry as XYZ:
```
15
C5H8N2 ωB97M-V with the def2-TZVPD basis set
H 2.039 1.654 0.068
N 2.652 -0.691 0.163
H -2.765 0.434 0.239
H 2.599 -1.707 0.115
H 0.049 -1.857 1.140
C -2.119 -0.332 -0.206
C 1.530 -0.218 0.533
H -0.504 2.074 -0.399
N 1.251 1.159 0.473
C 0.064 1.143 -0.390
C -0.683 -0.081 0.109
H 0.398 0.906 -1.416
H -2.279 -0.297 -1.291
C 0.207 -0.873 0.711
H -2.438 -1.314 0.152
```

Summary:
Structure (SMILES) ... [H]/N=C1\C=C(C)CN1
Energy above the lowest of the compared OMol25 structures with the same formula, charge and spin ... 0.865 eV